1.
The following is a DFT calculation (ωB97M-V/def2-TZVPD) of a structure of composition C15H12F7N3O7S2.

Atoms and positions in Å:
O 1.8432 -5.5106 -1.1211
C 1.6007 -4.6700 -1.8898
N 1.2051 -3.7400 -2.6006
C 0.6327 -2.7180 -1.7448
C 1.4336 -1.8791 -0.9905
S 3.2200 -1.9232 -0.9651
O 3.7134 -2.4745 0.2512
O 3.6927 -0.6068 -1.2410
F 3.7841 -2.8659 -2.1331
C 0.8008 -0.8824 -0.1193
C -0.5620 -0.7627 -0.0386
C -1.4044 -1.6317 -0.8265
N -2.7474 -1.7090 -0.9139
S -3.0990 -2.9243 -1.9386
N -1.6057 -3.4635 -2.3959
C -0.8149 -2.6409 -1.7032
H 1.4212 -0.2294 0.5061
H -1.0268 -0.0142 0.6158
C 3.3526 1.6184 -3.4759
C 3.1851 3.0469 -3.9477
O 1.8014 3.3366 -4.2193
C 1.0516 3.6473 -3.1654
O 1.4367 3.6963 -2.0353
C -0.3752 3.9769 -3.6146
F -0.8409 3.0905 -4.5075
F -0.4347 5.1865 -4.1942
F -1.2319 3.9876 -2.5919
H 2.9152 0.9240 -4.1959
H 4.4070 1.3761 -3.3470
H 2.8443 1.4557 -2.5265
H 3.7209 3.1929 -4.8848
H 3.5942 3.7576 -3.2288
C -4.3041 -0.8587 6.0171
C -2.8020 -1.0505 6.0060
O -2.2446 -0.6588 4.7388
C -2.0295 0.6438 4.5726
O -2.2659 1.4906 5.3799
C -1.3906 0.8990 3.2046
F -1.9975 0.2045 2.2206
F -0.0965 0.5386 3.1909
F -1.4370 2.1822 2.8554
H -4.7631 -1.3874 5.1801
H -4.7311 -1.2310 6.9482
H -4.5666 0.1947 5.9133
H -2.5633 -2.1052 6.1347
H -2.3217 -0.5089 6.8214

LUMO: -1.5 eV
HOMO: -9.812 eV

2.
The following is a DFT calculation (ωB97M-V/def2-TZVPD) of a structure of composition C7H11N2O3.

Atoms and positions in Å:
C 1.8174 -0.4844 -1.3859
C -0.7894 0.0917 -1.0273
C -0.2349 0.5800 -2.1957
C -1.2660 0.7345 0.2155
C -0.1842 0.6731 1.3940
C 2.1332 -0.2547 0.5825
C -0.5978 -0.2377 2.5598
N 0.9582 -0.1394 -2.3886
N 2.9084 -1.1656 -1.8262
O 1.1975 0.2589 1.1347
O -1.5174 2.1566 -0.0322
O -1.0757 -1.4519 2.1019
H -0.4827 -0.9522 -0.8702
H -0.4823 1.5890 -2.4822
H -2.1012 0.0881 0.7626
H -0.0423 1.8279 1.5144
H -1.4480 0.2216 3.2471
H 0.2110 -0.6139 3.2689
H 1.3887 -0.5306 -3.2176
H 3.5332 -1.6714 -1.1892
H 3.0708 -1.5382 -2.7482
H -2.3740 2.5283 0.0267
H -1.9880 -1.5789 2.4450

LUMO: -3.8 eV
HOMO: -12.924 eV
Charge: +1

3.
The following is a DFT calculation (ωB97M-V/def2-TZVPD) of the molecule C5H10N2O.

Atoms and positions in Å:
C -2.2698 -0.0646 0.1643
C 1.7622 -1.2607 -1.0940
C 0.1589 0.4362 1.9166
C 0.3934 1.0519 -0.5956
C 0.3476 0.0152 0.4870
O -1.0200 -0.5614 -0.2561
N 1.5033 -0.5049 0.0991
N 0.6387 1.7287 -1.5453
H 0.4294 1.7638 -2.5285
H -3.0366 -0.5246 -0.4656
H -2.3425 1.0276 0.0575
H -2.4992 -0.3383 1.2010
H 2.6017 -1.9306 -0.9055
H 0.9110 -1.8642 -1.4243
H 2.0263 -0.5846 -1.9254
H 0.0338 -0.4608 2.5215
H 1.0493 0.9609 2.2605
H -0.6876 1.1101 2.0326

LUMO (alpha / beta): 0.6 / 0.6 eV
HOMO (alpha / beta): -7.520 / -7.519 eV

4.
The following is a DFT calculation (ωB97M-V/def2-TZVPD) of a cluster of 2 separate species, C24H35NO5 in total.

Atoms and positions in Å:
C -2.3977 -5.4216 -0.5404
C -1.2872 -4.4300 -0.8851
C -1.4865 -3.7326 -2.2211
C -0.4105 -2.6698 -2.5245
C -0.2421 -1.5830 -1.5240
C 1.0769 -1.1590 -1.0927
O 1.3899 -0.3664 -0.2149
O 2.0099 -1.8098 -1.8481
C 3.3759 -1.5060 -1.5083
C 4.2798 -2.2301 -2.4813
C -1.3601 -0.7602 -1.1344
O -1.4522 0.0337 -0.2085
O -2.4071 -0.9887 -1.9728
C -3.5346 -0.1278 -1.7143
C -4.6043 -0.4661 -2.7235
H -2.1584 -5.9119 0.4055
H -3.3614 -4.9144 -0.4329
H -2.4954 -6.2003 -1.3027
H -1.1908 -3.6722 -0.0945
H -0.3263 -4.9602 -0.9222
H -1.4532 -4.4773 -3.0318
H -2.4680 -3.2492 -2.2719
H 0.5658 -3.1585 -2.6258
H -0.6626 -2.2167 -3.4963
H 3.5389 -0.4211 -1.5707
H 3.5605 -1.8298 -0.4746
H 5.3078 -1.9203 -2.2887
H 4.2192 -3.3163 -2.3546
H 4.0366 -1.9812 -3.5194
H -3.8871 -0.2856 -0.6855
H -3.2302 0.9236 -1.8190
H -5.4474 0.2120 -2.5777
H -4.2409 -0.3399 -3.7502
H -4.9639 -1.4943 -2.5976
C 0.4921 6.4146 -0.3023
C 0.0185 4.9897 -0.5635
N 0.6328 4.0397 0.3658
C -0.0686 2.9800 0.7827
C 0.3775 2.0857 1.7585
C -0.4442 1.0994 2.2691
C -0.0304 0.1476 3.2508
C -0.9855 -0.4322 4.1263
C -0.5860 -1.2628 5.1627
C 0.7731 -1.5577 5.3487
C 1.7313 -1.0198 4.4754
C 1.3389 -0.1951 3.4228
C 2.0078 4.2317 0.8023
C 2.6549 5.3486 -0.0014
O 1.8730 6.5475 0.0035
H 0.3081 7.0394 -1.1924
H -0.0606 6.8490 0.5453
H -1.0656 4.9354 -0.4225
H 0.2541 4.7137 -1.6060
H -1.0543 2.8243 0.3323
H 1.3880 2.1974 2.1705
H -1.4872 1.0783 1.9560
H -2.0339 -0.1638 3.9846
H -1.3338 -1.6760 5.8414
H 1.0868 -2.1987 6.1743
H 2.7915 -1.2382 4.6217
H 2.0712 0.1958 2.7109
H 2.0395 4.4915 1.8744
H 2.5664 3.2969 0.6729
H 3.5956 5.6586 0.4748
H 2.8557 5.0102 -1.0348

LUMO: -1.6 eV
HOMO: -5.581 eV

5.
The following is a DFT calculation (ωB97M-V/def2-TZVPD) of the molecule C3H6N2O2.

Atoms and positions in Å:
O -1.6536 -0.3100 -2.4054
C -1.3838 0.5925 -1.6996
C -0.1731 0.7545 -0.7634
N -0.5687 0.0487 0.5461
C 0.3391 -0.9252 1.1123
N 1.6859 -0.5627 1.3035
O -0.0203 -1.8359 1.8508
H -1.8944 1.5787 -1.6730
H 0.6212 0.1463 -1.2033
H 0.0994 1.6989 -0.4832
H -1.5221 -0.2848 0.6456
H 2.4054 -1.1596 1.7256
H 2.0650 0.2587 1.0440

LUMO: 0.5 eV
HOMO: -9.826 eV
Structure (SMILES): NC(=O)NCC=O

6.
The following is a DFT calculation (ωB97M-V/def2-TZVPD) of a structure of composition C22H35CeCl2N4O3Se.

Atoms and positions in Å:
O 0.7875 -0.6697 -2.7089
C -0.2562 -0.0461 -3.0445
C -0.3036 1.4212 -3.3093
C 0.2767 2.4542 -2.5754
H 0.5066 2.3217 -1.5237
C 0.5353 3.6651 -3.2048
H 1.0699 4.4626 -2.6793
C 0.1332 3.8776 -4.5393
H 0.3539 4.7918 -5.0625
C -0.5924 2.8747 -5.2051
H -0.9588 3.0039 -6.2403
C -0.8441 1.6661 -4.5820
H -1.3968 0.8559 -5.0779
H -1.1201 -0.5934 -3.5745
C -2.5144 -1.3819 -1.4257
C -1.8405 -0.1011 -1.2861
H -3.4260 -1.2735 -2.0579
H -2.8604 -1.7895 -0.4307
H -1.9144 -2.1944 -1.8803
C -2.3958 1.0977 -0.9805
C -3.8839 1.2616 -0.9483
H -1.8236 2.0650 -0.9506
H -4.2846 1.6304 -1.8876
H -4.2085 1.8911 -0.1401
H -4.3463 0.2939 -0.7832
Ce -1.1045 -0.2205 0.7205
Cl -0.2144 2.2126 0.7979
Cl -3.3332 -0.3723 1.9412
H 4.7067 0.8458 -2.0685
H 4.8339 1.2796 0.3781
C 3.6115 0.9274 -1.9868
C 3.7417 1.2880 0.4707
N 3.1644 0.5475 -0.6482
H 3.1225 0.2700 -2.7188
C 2.3070 -0.4807 -0.4683
O 1.4103 -0.5214 0.3754
H 3.4338 0.8219 1.4056
H 2.4788 -1.3185 -1.1852
H 3.3340 1.9710 -2.2056
H 3.4054 2.3302 0.4417
H -0.5224 -5.9072 1.1642
H 1.3957 -6.1534 -0.8290
C -1.0116 -5.3265 0.3803
C 0.7538 -5.4534 -1.3793
N -0.0224 -4.6507 -0.4522
H -1.7028 -4.6142 0.8290
C 0.0992 -3.3242 -0.4302
O -0.6427 -2.5820 0.2649
H 1.3762 -4.7850 -1.9886
H 0.8901 -2.9085 -1.0786
H -1.5540 -6.0402 -0.2383
H 0.0744 -6.0284 -2.0217
C 2.4885 0.7565 4.2215
N 1.1427 1.1308 4.5670
C 0.8204 2.2671 5.2947
C -0.5307 2.2271 5.5238
N -0.9939 1.0618 4.9390
C -2.3638 0.6070 5.0602
C 0.0130 0.4015 4.2935
Se -0.0601 -1.1889 3.3797
H 3.1435 0.9196 5.0881
H 2.8582 1.3651 3.3869
H 2.4925 -0.3036 3.9405
H 1.5592 2.9754 5.6029
H -1.1712 2.8965 6.0467
H -2.7415 0.8896 6.0498
H -2.9893 1.0830 4.2959
H -2.3915 -0.4800 4.9381

Multiplicity: 2
LUMO (alpha / beta): 0.4 / 0.4 eV
HOMO (alpha / beta): -6.605 / -6.857 eV
<S²>: 0.752

7.
The following is a DFT calculation (ωB97M-V/def2-TZVPD) of the ion C5H5ClF2N with charge +1.

Atoms and positions in Å:
C 0.3815 -1.2250 0.2475
C 2.4725 -0.1908 0.0720
C -0.5663 -0.0555 0.2786
C 0.1950 1.1386 0.5771
C -1.6575 0.0612 -0.7824
N 1.6139 -1.0573 0.0404
F -0.0340 -2.3600 0.7257
F 1.1975 1.1291 1.4752
Cl 3.4832 0.7093 -0.7229
H -1.2488 -0.4402 1.0138
H 0.0332 2.1764 0.0087
H -2.4389 0.7128 -0.3307
H -2.1925 -0.8394 -0.8515
H -1.2389 0.2408 -1.7515

LUMO (alpha / beta): -5.3 / -6.4 eV
HOMO (alpha / beta): -13.784 / -13.131 eV
Charge: +1

Summary of relative energy (zero: lowest compared OMol25 entry of this formula, charge and spin) in kJ/mol
0.0, 643.2, 529.8, 393.4, 232.9, 457.0, 412.8
(order as listed above)